C11H17N2 | wB97M-V/def2-TZVPD

```
! wB97M-V def2-TZVPD RIJCOSX def2/J DEFGRID3
* xyz 1 1
C 2.99568 0.09458 -0.13701
C 0.11635 -2.18195 0.31468
C 0.74529 -0.94408 0.58253
C 1.99415 -0.98471 -0.16373
C 2.03128 -2.14163 -0.89896
C -1.02715 -2.71925 1.01119
C -1.46927 -1.93675 2.01408
C 0.15844 -0.20990 1.59905
C -1.01353 -0.60842 2.21465
N 0.94364 -2.95391 -0.53151
H 0.44380 -3.51338 -1.22002
H -1.48687 -3.72525 0.82490
H 2.62784 -2.56240 -1.70600
H -2.28431 -2.28573 2.65314
H 0.75657 0.60900 2.01008
H 3.04434 0.84832 0.62391
H 2.87264 0.72449 -1.01350
H -1.35308 -0.01266 3.05860
H 3.93662 -0.42254 -0.31709
C -1.93012 2.30836 -0.91779
C -1.06009 2.69073 -2.11199
N -1.06029 1.78752 0.15641
H -2.41310 3.19982 -0.55119
H -2.69502 1.53539 -1.24467
H -0.53888 1.93106 -2.75721
H -0.19894 3.32842 -1.85899
H -1.58300 1.63401 1.02967
H -0.67250 0.88096 -0.17202
H -0.21171 2.31010 0.36958
H -1.66875 3.31978 -2.86080
*
```

* LUMO level: -0.112 hartree
* relative energy (zero: lowest compared OMol25 entry of this formula, charge and spin): 1.3125 eV
* F_max: 0.054 Eh/bohr

C21H20NO2 | wB97M-V/def2-TZVPD

```
! wB97M-V def2-TZVPD RIJCOSX def2/J DEFGRID3
* xyz 1 1
C -2.46068 5.42577 0.61239
O -2.81470 4.32597 -0.26304
C -2.06607 3.18733 -0.20566
C -2.48386 2.11712 -1.04465
C -1.90380 0.84582 -0.90965
C -0.82060 0.66686 -0.03024
C -0.08761 -0.63867 0.02398
N -1.28506 -1.61969 0.19696
C -1.28578 -3.14637 0.05335
O -2.48519 -1.51509 1.16017
C 1.12913 -0.62947 1.01857
C 1.03204 -0.48421 2.42436
C 2.12591 -0.83860 3.19940
C 3.24256 -1.46519 2.57145
C 3.26585 -1.76078 1.20150
C 2.17213 -1.38287 0.43249
C 1.84306 -1.65267 -0.96081
C 2.68995 -2.08350 -1.97475
C 2.30206 -1.93524 -3.29852
C 1.06441 -1.31531 -3.60430
C 0.19221 -0.90521 -2.58461
C 0.56165 -1.12713 -1.26229
C -0.32782 1.76490 0.70210
C -0.97229 3.00830 0.67004
H -3.15723 6.21206 0.33308
H -2.59762 5.15936 1.67163
H -1.42561 5.76183 0.44675
H -3.27215 2.30919 -1.75796
H -2.23563 0.00969 -1.50792
H -0.45901 -1.64678 1.16031
H -0.73801 -3.47137 -0.84635
H -0.74013 -3.39851 0.94630
H -2.32263 -3.60802 0.12885
H -2.81904 -0.60340 0.91681
H 0.12292 -0.08854 2.87678
H 2.14919 -0.62136 4.26464
H 4.10296 -1.75607 3.19774
H 4.09950 -2.28254 0.71365
H 3.66760 -2.51466 -1.68232
H 2.94991 -2.30352 -4.11235
H 0.81813 -1.12516 -4.64673
H -0.72554 -0.36959 -2.83683
H 0.56612 1.67572 1.29210
H -0.61125 3.81960 1.31357
*
```

* LUMO level: -0.136 hartree
* SMILES string: COc1ccc(C2([N@@H+](C)O)c3ccccc3-c3ccccc32)cc1
* relative energy (zero: lowest compared OMol25 entry of this formula, charge and spin): 4.5570 eV
* F_max: 0.127 Eh/bohr

C8H18Co2O9 | wB97M-V/def2-TZVPD

```
! wB97M-V def2-TZVPD RIJCOSX def2/J DEFGRID3
* xyz 1 8
Co -2.17944 -2.03894 0.60779
Co -1.69487 -0.54983 -2.13521
C -1.96883 -3.19527 -1.68103
O -1.74686 -3.60740 -0.54418
O -1.06849 -2.69731 -2.33268
O -2.74846 -2.27492 -1.53173
C -0.58871 0.06185 0.18000
O -0.12734 0.02854 -0.97404
O -0.44471 -0.86951 0.98693
O -1.83224 0.00795 -0.02782
C 0.59364 -3.44984 3.93082
C 1.68014 -2.58613 3.31860
O 1.59602 -2.42476 1.96392
H 0.53354 -4.42612 3.44985
H -0.43740 -3.10709 3.84376
H 0.78842 -3.69297 4.97536
H 2.73354 -2.78708 3.51370
H 1.60557 -1.60837 3.79453
H 0.94694 -1.73879 1.79141
C 4.35664 0.30202 -2.87313
C 2.94263 0.58990 -2.45523
O 2.52576 0.29105 -1.18444
H 5.05706 0.62720 -2.10387
H 4.53437 0.91172 -3.75901
H 4.59082 -0.73514 -3.11303
H 2.28904 0.02174 -3.11714
H 2.66573 1.62867 -2.63518
H 1.58140 0.36370 -1.02790
C -2.34664 3.45542 0.26188
C -2.89644 4.58917 -0.49458
O -4.08344 5.12329 0.09583
H -2.03887 2.66384 -0.42133
H -3.08126 2.96609 0.90142
H -1.51814 3.83127 0.86222
H -3.18147 4.37446 -1.52451
H -2.21713 5.43883 -0.56331
H -4.82050 4.51273 0.02134
*
```

* LUMO level (alpha / beta): -0.179 / -0.333 hartree
* F_max: 0.279 Eh/bohr

C2H12NO4 | wB97M-V/def2-TZVPD

```
! wB97M-V def2-TZVPD RIJCOSX def2/J DEFGRID3
* xyz 0 2
C 0.78141 0.65379 1.87748
N 0.61908 1.26406 0.58607
C 1.78170 1.13787 -0.27821
O 1.89110 -0.25651 -0.62817
H 1.80556 0.70086 2.21353
H 0.52946 -0.45116 2.05838
H 0.12304 1.06325 2.67486
H -0.19058 1.04092 -0.01991
H 2.68826 1.44213 0.29565
H 1.50348 1.66528 -1.20152
H -0.60774 -2.08766 -0.99605
H -1.39195 -1.27111 -1.93296
O -0.94425 -2.19597 -1.89209
H -2.44614 0.78533 -1.44855
H 1.16599 -0.41510 -1.29559
O -1.73595 0.17123 -1.26080
H -1.89543 -0.35158 0.10134
H -1.83308 -1.83856 0.29767
O -1.84396 -1.05706 0.84888
*
```

* LUMO level (alpha / beta): 0.017 / -0.168 hartree
* relative energy (zero: lowest compared OMol25 entry of this formula, charge and spin): 1.5593 eV
* F_max: 0.039 Eh/bohr

C8H9F2Pd | wB97M-V/def2-TZVPD

```
! wB97M-V def2-TZVPD RIJCOSX def2/J DEFGRID3
* xyz 3 5
Pd 1.95371 -0.04720 1.78258
C -2.50629 0.01169 -1.52352
C -1.08879 0.00709 -1.27952
C -0.33229 1.21819 -1.13722
C 1.00431 1.21800 -0.82182
C 1.71871 0.00089 -0.57452
C 0.99301 -1.21620 -0.79782
C -0.34409 -1.20840 -1.11232
H -2.74539 0.02939 -2.61802
H -3.02629 0.92320 -1.18002
H -3.03059 -0.90240 -1.19632
H -0.83839 2.16450 -1.32312
H 1.56331 2.15810 -0.88332
H 2.82881 -0.00371 -0.66922
H 1.54511 -2.16350 -0.84782
H -0.86039 -2.15380 -1.28182
F 0.34481 -1.07740 3.38778
C 1.08091 -0.01681 3.80498
F 0.40351 1.07970 3.38188
H 1.33631 -0.02131 4.88927
*
```

* LUMO level (alpha / beta): -0.519 / -0.657 hartree
* F_max: 0.057 Eh/bohr

C53H47N4O3P2Pt | wB97M-V/def2-TZVPD

```
! wB97M-V def2-TZVPD RIJCOSX def2/J DEFGRID3
* xyz 1 1
Pt 0.17527 1.16589 -0.60030
C 3.15720 -0.44392 -3.09988
C 2.36139 0.17058 -1.99408
N 1.03975 0.09627 -1.96339
N 0.25881 -0.52053 -2.82503
C -1.02932 -0.39009 -2.55863
O -1.46764 0.31354 -1.56662
C -1.99504 -1.07283 -3.41572
C -3.36169 -0.89678 -3.19155
C -4.28579 -1.52434 -4.00215
C -3.86278 -2.33045 -5.04646
C -2.50680 -2.52638 -5.26089
C -1.57480 -1.90582 -4.45227
C 2.93780 0.88254 -0.90768
C 4.32231 0.94163 -0.65525
C 4.78553 1.56547 0.47354
C 3.87313 2.16828 1.35513
C 2.53311 2.13532 1.04140
N 2.06733 1.52489 -0.04500
H 2.47710 -0.95351 -3.77666
H 3.87872 -1.16113 -2.71517
H 3.69867 0.32521 -3.64944
H -3.67693 -0.26298 -2.37597
H -5.34029 -1.38127 -3.82376
H -4.58461 -2.79500 -5.70007
H -2.17812 -3.16927 -6.06375
H -0.51752 -2.05271 -4.60692
H 4.99426 0.47277 -1.35536
H 5.84258 1.58946 0.68859
H 4.21243 2.64941 2.25645
H 1.79124 2.60469 1.67590
C 0.84135 -2.13267 2.33346
P 0.05509 -0.99742 1.02393
C -0.87403 0.05848 2.18411
C -2.15099 0.52542 1.87386
C -2.86579 1.25588 2.80687
C -2.29529 1.58580 4.02571
C -0.98949 1.21334 4.29938
C -0.28405 0.45047 3.38815
C -1.14836 -2.07917 0.19635
C -2.46526 -2.28831 0.59078
C -3.27925 -3.12740 -0.14916
C -2.79059 -3.77905 -1.26883
C -1.47480 -3.59154 -1.65546
C -0.66342 -2.73947 -0.93141
P 1.58578 -3.81175 2.11540
C 0.30188 -4.99581 1.61294
C 0.79000 -6.22911 1.17427
C -0.07786 -7.23962 0.81441
C -1.44693 -7.03823 0.90784
C -1.93391 -5.84390 1.41189
C -1.06536 -4.83327 1.78945
C 2.58178 -3.57848 0.59978
C 2.31986 -4.18901 -0.62143
C 3.22358 -4.06359 -1.66155
C 4.39927 -3.35133 -1.48609
C 4.65124 -2.71469 -0.28037
C 3.74477 -2.82745 0.75561
H 0.10271 -2.21823 3.13867
H 1.68429 -1.54880 2.71882
H -2.58401 0.31121 0.90783
H -3.87581 1.56575 2.58169
H -2.86570 2.14204 4.75349
H -0.52557 1.50501 5.23089
H 0.73108 0.16497 3.62213
H -2.85828 -1.81017 1.47593
H -4.30645 -3.26774 0.15357
H -3.43463 -4.43270 -1.83825
H -1.09153 -4.09162 -2.53290
H 0.35641 -2.56106 -1.24024
H 1.86015 -6.38169 1.12103
H 0.31193 -8.18573 0.46892
H -2.12787 -7.82468 0.61805
H -2.99939 -5.70257 1.51969
H -1.45785 -3.92122 2.21205
H 1.42235 -4.77339 -0.75750
H 3.02030 -4.54555 -2.60647
H 5.12891 -3.31329 -2.28173
H 5.56695 -2.16073 -0.13686
H 3.95062 -2.35994 1.70907
C 3.57778 5.66369 2.55714
O 2.25710 5.25382 2.27869
C 1.71708 5.54952 1.05501
C 2.42426 6.01388 -0.03884
C 1.75803 6.30000 -1.22094
C 0.38594 6.13981 -1.30904
C -0.33308 5.67795 -0.22434
C 0.31986 5.36623 0.96457
N -0.31886 5.02018 2.14709
C -1.57868 4.63545 2.35084
C -2.41396 4.02849 1.40019
C -3.81599 4.14720 1.50704
C -4.65270 3.60528 0.56888
C -4.10654 2.97455 -0.55319
C -2.75337 2.77505 -0.65060
C -1.86748 3.18251 0.36591
O -0.63387 2.80721 0.43829
H 3.76372 5.36151 3.58836
H 3.68227 6.74927 2.47264
H 4.30019 5.17651 1.89729
H 3.49126 6.16084 0.02231
H 2.31992 6.65485 -2.06982
H -0.12836 6.38737 -2.22444
H -1.40471 5.58711 -0.29388
H 0.27724 5.17938 2.95400
H -1.96421 4.82107 3.34585
H -4.21856 4.71268 2.33314
H -5.72153 3.69327 0.67526
H -4.75610 2.64499 -1.34843
H -2.32982 2.28344 -1.51580
*
```

* LUMO level: -0.128 hartree
* F_max: 0.049 Eh/bohr

CH2O | wB97M-V/def2-TZVPD

```
! wB97M-V def2-TZVPD RIJCOSX def2/J DEFGRID3
* xyz 0 1
C -0.05227 0.38138 -0.37576
O 0.07573 -0.51103 0.44686
H -0.96427 1.13089 -0.20150
H 0.67203 0.66908 -1.11886
*
```

* LUMO level: 0.026 hartree
* SMILES string: C=O
* relative energy (zero: lowest compared OMol25 entry of this formula, charge and spin): 0.1924 eV
* F_max: 0.077 Eh/bohr

CH10MgN3O2 | wB97M-V/def2-TZVPD

```
! wB97M-V def2-TZVPD RIJCOSX def2/J DEFGRID3
* xyz -1 1
C 1.59541 -1.37069 -2.35453
Mg 0.01802 -0.99800 -0.90284
N -0.83698 0.45285 1.70764
N -1.12565 0.68750 -1.65517
H 0.02974 0.94078 1.22236
H -1.45115 -0.21098 0.88827
H 2.30553 -2.05783 -1.83004
H 2.05915 -0.34191 -2.51703
H 1.08417 -1.75386 -3.25564
H -0.66194 1.56358 -1.29508
H -2.14849 0.78859 -1.47434
H -1.03207 0.68840 -2.68735
H -1.70612 1.07231 1.80934
H -0.59913 -0.05514 2.60304
O 2.89797 1.16298 0.81108
N 2.42377 0.21198 0.17022
O 1.13607 0.49081 -0.16969
*
```

* LUMO level: 0.115 hartree
* relative energy (zero: lowest compared OMol25 entry of this formula, charge and spin): 0.3769 eV
* F_max: 0.074 Eh/bohr

C31H30BrClI2NO3SiZr | wB97M-V/def2-TZVPD

```
! wB97M-V def2-TZVPD RIJCOSX def2/J DEFGRID3
* xyz 1 1
Zr 0.50983 0.84567 0.43386
O 1.70264 -0.83945 -0.71754
C 2.41304 -0.22878 -1.85193
C 1.38330 0.73408 -2.43871
O 1.38266 1.11995 -3.56426
O 0.52136 1.16276 -1.49403
C 3.56081 0.63500 -1.32114
C 4.10422 0.41852 -0.06266
C 5.16040 1.19979 0.39242
C 5.67665 2.19877 -0.41096
C 5.14388 2.40913 -1.67976
C 4.09627 1.63210 -2.13753
C 2.88559 -1.34379 -2.76041
C 4.03573 -2.04699 -2.40190
C 4.44705 -3.14423 -3.14295
C 3.71988 -3.53957 -4.25626
C 2.58009 -2.83842 -4.62102
C 2.15696 -1.74794 -3.87565
H 2.06297 -1.72891 -0.61164
H 3.72156 -0.37104 0.56933
H 5.57113 1.02437 1.37836
H 6.49584 2.81175 -0.05944
H 5.55044 3.18333 -2.31641
H 3.69001 1.79900 -3.12682
H 4.63267 -1.71998 -1.55874
H 5.34525 -3.67719 -2.86125
H 4.04656 -4.38679 -4.84424
H 2.01571 -3.13797 -5.49383
H 1.27436 -1.20400 -4.17892
C 1.37342 5.23824 4.21494
Si 2.71981 4.75543 3.03282
C 2.98137 6.03618 1.71586
C 4.30215 4.36001 3.91927
C 2.12597 3.22414 2.15411
C 1.67549 2.26118 1.55023
H 1.63009 6.17469 4.71515
H 1.22248 4.47689 4.98223
H 0.42970 5.38344 3.68666
H 3.37889 6.95676 2.14840
H 2.04250 6.27394 1.21331
H 3.68708 5.68305 0.96190
H 4.62690 5.24422 4.47329
H 5.09737 4.09504 3.22035
H 4.18489 3.54294 4.63293
Br 3.63540 -0.50153 5.54272
C 2.69486 -1.22431 4.09152
C 2.45191 -2.58242 4.00058
C 1.75708 -3.04720 2.89348
C 1.33347 -2.14332 1.94072
N 1.56643 -0.82719 2.03281
C 2.24023 -0.37398 3.09580
H 2.79863 -3.25820 4.77024
H 1.54625 -4.10017 2.77064
H 0.77358 -2.47830 1.07504
H 2.42385 0.69168 3.14034
I -1.69218 -1.33377 -0.30218
I -1.71277 2.61039 0.48322
Cl -0.99147 0.18352 2.89300
C -2.73122 -0.00882 2.92860
C -3.46892 0.93496 3.61149
C -4.84720 0.77983 3.67032
C -5.45268 -0.29879 3.04356
C -4.68531 -1.22279 2.35053
C -3.30203 -1.09371 2.27491
C -2.49293 -2.10694 1.54310
H -2.97516 1.77476 4.07886
H -5.44309 1.50848 4.20208
H -6.52610 -0.41974 3.08758
H -5.16319 -2.05775 1.85319
H -3.09799 -2.94253 1.20781
H -1.63481 -2.46720 2.10365
*
```

* LUMO level: -0.127 hartree
* relative energy (zero: lowest compared OMol25 entry of this formula, charge and spin): 0.4265 eV
* F_max: 0.025 Eh/bohr

C26H38F9N2O6 | wB97M-V/def2-TZVPD

```
! wB97M-V def2-TZVPD RIJCOSX def2/J DEFGRID3
* xyz 1 1
C 2.23357 1.95459 3.52120
C 2.28744 0.96714 2.17548
O 1.89985 1.82959 1.03525
C 2.13009 1.09978 -0.25537
N 1.26729 1.78164 -1.29877
C 1.84904 2.67287 -2.40387
C 3.48947 2.93921 -2.58993
C 4.24723 1.53055 -3.06929
C 4.54579 1.52100 -4.68839
F 5.54579 1.45761 -2.30777
C 0.89967 3.46651 -3.52822
C -0.72837 3.26109 -3.48392
O -1.60437 3.92802 -4.48245
C -1.31703 2.27914 -2.26697
C -2.95056 2.10168 -2.21256
C -3.68830 2.89941 -0.98254
O -2.82253 3.20167 0.16966
C -3.62432 3.46266 1.39514
C -3.50788 2.22154 2.50901
F -2.06346 2.15085 2.91814
F -3.95058 0.99123 1.76907
C -4.54477 2.38870 3.77364
F -5.92905 2.29223 3.18516
F -4.39313 3.69448 4.50720
C -4.44459 1.21027 4.90886
F -4.69160 -0.17563 4.36406
F -3.06783 1.13039 5.52608
C -5.57318 1.38218 6.13061
F -5.16961 0.52262 7.30307
F -6.85164 0.75652 5.62724
C -0.25472 1.54466 -1.20501
C -0.90639 0.55724 -0.03620
C -0.70239 -1.06331 -0.39383
O -1.95723 -1.72238 -0.79392
C -1.50056 -2.79567 -1.73766
O -1.52242 -2.57594 -3.07540
C -0.91229 -4.26198 -1.23997
C -1.00494 -4.48289 0.39688
H 1.16337 2.44246 3.50788
H 2.48225 1.36791 4.51116
H 2.99808 2.84999 3.32903
H 1.47592 0.11270 2.36192
H 3.36795 0.52205 2.02624
H 3.28246 1.16236 -0.44897
H 1.88644 -0.06012 -0.11913
H 3.70675 3.79756 -3.36266
H 3.88007 3.20363 -1.49869
H 3.62989 0.56402 -2.75584
H 5.66666 1.27484 -4.96801
H 3.86309 0.76239 -5.28290
H 4.32536 2.59732 -5.15330
H 1.38079 4.14547 -4.37931
H -2.21945 3.25717 -4.91982
H -3.44072 2.49882 -3.22559
H -3.19844 0.95116 -2.17479
H -4.14118 3.93939 -1.33814
H -4.59034 2.22966 -0.57928
H -3.18408 4.47109 1.85799
H -4.75834 3.65943 1.12122
H -5.74973 2.50350 6.43188
H -2.08914 0.69401 0.03701
H -0.50704 0.81823 1.05440
H -0.29720 -1.54108 0.62242
H 0.18323 -1.19765 -1.16741
H 0.22984 -4.34050 -1.55005
H -1.55424 -5.14072 -1.72847
H 0.07331 -4.84446 0.73193
H -1.22524 -3.49205 0.97967
H -1.86100 -5.24437 0.70151
C 2.72727 -4.78449 -0.80330
O 1.96351 -4.15389 -0.08323
N 3.62134 -5.74309 -0.37544
C 4.49300 -6.44615 -1.29306
C 3.69196 -6.05783 1.03639
H 2.75579 -4.62360 -1.89348
H 4.28406 -7.51785 -1.22818
H 5.53219 -6.25610 -1.00936
H 4.33479 -6.11124 -2.32178
H 2.71095 -6.40650 1.37287
H 3.95266 -5.15115 1.59060
H 4.44164 -6.83157 1.22235
*
```

* LUMO level: -0.157 hartree
* F_max: 0.176 Eh/bohr